# 1
C4H7NO3 | ωB97M-V with the def2-TZVPD basis set

The multiplicity is 1. As for the total charge: 0. As for the structure (SMILES): CC(=O)NCC(=O)O. The calculation puts the LUMO energy at 0.46 eV. For the HOMO energy, the calculation gives -9.8 eV.

Geometry as XYZ:
```
15
Properties=species:S:1:pos:R:3:forces:R:3
C -0.2826 0.9922 1.6916 0.4 0.3 0.0
C -1.2345 0.0526 1.0103 -0.4 0.4 0.0
N -1.2239 -0.0020 -0.3617 0.4 0.0 -0.4
C -0.1385 0.4511 -1.1967 0.0 -0.5 0.5
C 1.1938 -0.2257 -0.9254 0.4 -0.1 -0.3
O 2.0589 0.0771 -1.9255 0.1 0.5 0.0
O 1.4783 -0.9292 -0.0041 -0.1 0.0 0.3
O -2.0330 -0.5981 1.6444 -0.2 -0.3 0.1
H 0.0735 1.8372 1.0994 -0.1 -0.2 -0.2
H -0.7304 1.4063 2.5854 -0.2 -0.2 0.1
H 0.5781 0.3937 1.9732 0.2 0.0 0.1
H -1.7872 -0.7411 -0.7497 -0.1 -0.1 0.2
H -0.3608 0.2188 -2.2303 -0.2 0.3 -0.3
H 0.0087 1.5188 -1.0855 0.1 0.2 -0.2
H 2.9796 -0.0569 -1.6459 -0.3 -0.4 0.1
```
Forces are in eV/Å.

# 2
C4H7NO3 | ωB97M-V with the def2-TZVPD basis set

The multiplicity is 1. As for the total charge: 0. As for the structure (SMILES): C=C[N+](=O)[O-].C=CO. The calculation puts the LUMO energy at -0.37 eV. For the HOMO energy, the calculation gives -9.4 eV.

Geometry as XYZ:
```
15
Properties=species:S:1:pos:R:3:forces:R:3
C -1.1601 -1.3232 -1.3026 0.3 -3.5 2.5
C 1.9559 -0.0924 2.3359 -2.7 -3.3 -1.5
C 0.9676 0.1077 1.4356 2.4 -1.6 0.6
C -1.2886 -0.5863 -2.3392 0.9 2.6 -4.0
N 0.5554 1.4761 1.0897 1.1 -0.9 -0.3
O -0.4639 1.5534 0.5084 -3.8 -0.6 -1.7
O 1.2186 2.4458 1.2801 2.2 1.0 1.5
O -1.6432 0.7243 -2.4512 -0.2 -0.2 -0.5
H -1.4629 -1.0942 -0.2893 -0.1 0.5 -0.1
H -0.8076 -2.3765 -1.4158 -0.3 1.1 -0.1
H 2.2610 0.7875 2.7582 1.5 1.7 1.6
H 2.2039 -1.1935 2.6656 -0.2 2.7 -0.8
H 0.6230 -0.7109 0.7765 -0.5 1.1 0.5
H -0.9353 -0.8259 -3.3807 -0.4 -0.5 1.3
H -2.0239 1.1083 -1.6709 -0.1 0.0 0.9
```
Forces are in eV/Å.

# 3
C4H7NO3S | ωB97M-V with the def2-TZVPD basis set

The multiplicity is 1. As for the total charge: 0. The calculation puts the LUMO energy at 0.64 eV. For the HOMO energy, the calculation gives -8.1 eV.

Geometry as XYZ:
```
16
Properties=species:S:1:pos:R:3:forces:R:3
C 1.6621 -0.5726 0.0226 -0.1 -0.3 -0.5
C -1.6975 1.7700 -0.1127 -1.9 -1.3 1.8
C 2.4430 -1.8364 -0.2484 -1.7 -1.0 -2.1
C -3.4088 -0.1023 0.2232 -0.5 0.4 -0.1
N -2.4730 1.0037 0.3836 -0.6 0.5 -0.8
O -0.9464 2.6356 -0.3246 1.1 0.7 -1.0
O 2.0366 0.0470 1.3596 -0.1 -0.5 1.6
O 1.8362 2.1303 -0.1236 1.4 0.3 0.2
S 2.7061 0.8156 0.1880 -0.9 1.5 -1.2
H 2.0572 -2.7120 0.2674 -0.4 0.2 0.3
H 2.2214 -2.0548 -1.3296 -0.1 0.1 0.8
H 3.4820 -1.9716 -0.2534 1.9 0.7 0.7
H -4.2994 -0.1381 0.9291 1.6 0.4 -0.6
H -3.7945 -0.2696 -0.7798 -0.1 0.9 -0.3
H -2.7645 -0.9236 0.3032 0.4 -1.7 0.9
H 0.9397 2.1789 -0.5047 -0.2 -0.9 0.2
```
Forces are in eV/Å.